{
  "formula": "C13H19AlN8OP",
  "method": "ωB97M-V with the def2-TZVPD basis set",
  "charge": 3,
  "fmax_ev_per_a": 2.63,
  "de_lowest_kj_mol": 15.3,
  "species": ["Al", "C", "N", "C", "C", "N", "C", "P", "C", "N", "C", "C", "N", "C", "C", "N", "C", "C", "N", "C", "H", "H", "H", "H", "H", "H", "H", "H", "H", "H", "H", "H", "H", "H", "H", "N", "C", "N", "O", "H", "H", "H", "H"],
  "coordinates": [[1.33, 0.09, -0.30], [-2.49, -2.46, 2.36], [-1.13, -2.14, 1.87], [-0.03, -2.94, 2.06], [1.01, -2.39, 1.36], [0.51, -1.30, 0.68], [-0.81, -1.18, 0.97], [-1.77, 0.28, 0.39], [-1.20, 0.09, -1.37], [0.10, 0.01, -1.70], [0.13, -0.03, -3.08], [-1.16, 0.02, -3.59], [-1.97, 0.12, -2.47], [-3.42, 0.29, -2.45], [-0.62, 1.56, 0.95], [0.70, 1.55, 0.70], [1.24, 2.63, 1.32], [0.21, 3.32, 1.97], [-0.93, 2.61, 1.66], [-2.29, 2.78, 2.30], [-3.13, -2.56, 1.48], [-2.91, -1.77, 3.07], [-2.46, -3.45, 2.85], [-0.05, -3.73, 2.80], [2.04, -2.61, 1.28], [1.11, -0.17, -3.56], [-1.48, -0.02, -4.65], [-3.91, -0.67, -2.64], [-3.74, 0.95, -3.23], [-3.68, 0.62, -1.46], [2.33, 2.81, 1.33], [0.33, 4.11, 2.65], [-2.27, 2.21, 3.27], [-3.11, 2.48, 1.66], [-2.44, 3.80, 2.49], [5.08, 0.39, -1.43], [4.10, -0.45, -1.15], [4.23, -1.73, -1.46], [3.02, -0.03, -0.60], [5.88, -0.05, -1.87], [4.98, 1.38, -1.36], [5.15, -2.02, -1.82], [3.52, -2.42, -1.29]],
  "lowdin_charge": [0.323, 0.034, -0.071, 0.021, -0.013, 0.018, -0.358, 1.251, -0.376, 0.020, -0.024, 0.045, -0.076, 0.034, -0.437, 0.027, -0.006, 0.058, -0.062, 0.049, 0.106, 0.103, 0.123, 0.159, 0.123, 0.145, 0.168, 0.122, 0.111, 0.059, 0.149, 0.141, 0.135, 0.083, 0.086, 0.274, -0.496, 0.251, 0.086, 0.156, 0.147, 0.172, 0.141]
}

---

{
  "formula": "C13H19AsClN2O5STa",
  "method": "ωB97M-V with the def2-TZVPD basis set",
  "charge": 2,
  "fmax_ev_per_a": 2.29,
  "de_lowest_kj_mol": 98.0,
  "species": ["Ta", "N", "C", "O", "C", "C", "H", "H", "H", "H", "H", "H", "O", "C", "C", "C", "C", "C", "C", "C", "O", "N", "O", "O", "H", "H", "H", "H", "Cl", "C", "As", "C", "C", "S", "H", "H", "H", "H", "H", "H", "H", "H", "H"],
  "coordinates": [[0.19, 1.57, -0.71], [2.49, 1.15, 3.18], [1.62, 1.34, 2.20], [1.84, 0.90, 1.04], [0.34, 2.06, 2.49], [-0.10, 2.79, 1.23], [3.37, 0.68, 3.01], [2.32, 1.51, 4.10], [0.45, 2.74, 3.33], [-0.39, 1.30, 2.77], [0.47, 3.71, 1.12], [-1.15, 3.06, 1.30], [-1.55, 2.07, -2.16], [-2.67, 1.53, -2.24], [-3.18, 0.49, -1.39], [-4.46, -0.03, -1.60], [-4.92, -1.04, -0.79], [-4.13, -1.57, 0.24], [-2.86, -1.07, 0.45], [-2.39, -0.04, -0.35], [-1.17, 0.48, -0.18], [-6.28, -1.59, -1.01], [-6.92, -1.09, -1.91], [-6.62, -2.49, -0.28], [-3.34, 1.88, -3.03], [-5.10, 0.34, -2.39], [-4.54, -2.36, 0.84], [-2.23, -1.46, 1.24], [1.48, 3.07, -1.63], [4.56, 0.15, -0.68], [3.10, -1.12, -0.75], [2.73, -2.02, 0.93], [3.73, -2.54, -1.90], [1.29, -0.45, -1.72], [5.36, -0.30, -0.09], [4.24, 1.09, -0.26], [4.91, 0.29, -1.70], [3.67, -2.22, 1.44], [2.25, -2.97, 0.67], [2.07, -1.43, 1.55], [4.59, -3.01, -1.44], [4.01, -2.13, -2.87], [2.94, -3.27, -2.04]],
  "lowdin_charge": [1.258, 0.247, -0.490, -0.183, -0.166, -0.240, 0.139, 0.143, 0.134, 0.136, 0.060, 0.078, -0.090, -0.077, -0.099, 0.096, -0.093, 0.073, 0.050, -0.251, -0.298, -0.342, 0.121, 0.123, 0.165, 0.148, 0.142, 0.135, 0.215, -0.204, 0.824, -0.210, -0.231, 0.249, 0.058, 0.029, 0.056, 0.058, 0.054, 0.018, 0.060, 0.054, 0.051]
}

---

no.,HOMO (eV)
1,-18.4
2,-15.8